Formula: C44H58Cl2O2P2ReSi
Source: OMol25
Level of theory: ωB97M-V/def2-TZVPD

Structure (XYZ):
```
110
C44H58Cl2O2P2ReSi, DFT ωB97M-V/def2-TZVPD
C 1.177 -1.975 -1.401
C 2.474 3.091 0.528
Re -0.077 0.460 -0.159
C 0.638 -4.090 -2.612
C -0.530 -3.461 -3.389
H 6.130 -1.586 1.888
C -5.751 0.904 -0.177
C 0.624 -1.360 -2.723
H 0.938 3.879 4.444
H -6.256 -1.149 -0.605
H -0.740 4.331 4.272
H 2.059 1.692 5.067
C 4.540 0.729 -4.079
H 1.299 -1.606 -3.549
H -0.765 0.801 -6.878
Si 2.399 1.297 0.006
H -3.107 -3.013 2.240
H 1.575 -3.967 -3.160
H -2.284 -0.543 2.116
C -4.745 1.801 0.039
H -1.153 2.102 3.129
C 0.776 -3.446 -1.236
P 0.759 0.081 2.097
H -0.842 -2.350 1.155
H -0.856 -0.380 -5.616
C 4.625 1.541 -1.817
H -2.142 -1.818 4.882
C -0.140 1.576 -3.520
C -0.164 2.567 3.159
C 2.565 0.706 -2.713
H -3.089 -3.826 3.793
C -5.449 -0.444 -0.447
H 0.043 3.198 6.520
C -2.584 -1.729 3.884
H 4.631 -2.710 3.493
H -0.060 3.142 2.238
H -1.453 -4.009 -3.190
H 5.271 0.146 0.384
H -3.038 0.277 -5.295
C 2.420 -0.607 2.044
H -1.497 2.738 5.838
C 4.597 -0.318 1.090
H -0.782 0.598 5.254
H 1.076 1.090 -5.284
H -1.835 0.272 3.607
H -1.282 -1.463 -3.794
Cl -3.801 -2.538 -0.821
C 2.904 -1.589 2.903
H -4.968 2.838 0.257
C 0.035 1.233 5.604
C -1.136 -3.546 2.913
H -2.851 1.636 -6.371
H 5.036 0.516 -5.016
C -4.148 -0.879 -0.510
H 2.677 -0.047 -4.747
Cl -7.396 1.395 -0.117
H 2.253 -2.091 3.609
C -2.480 2.094 -4.303
H 0.664 -2.837 1.935
H -0.342 -3.546 -4.461
H -3.610 -1.387 4.026
C -1.640 1.550 -3.152
H 1.631 0.045 4.732
H -3.515 2.218 -3.983
C -0.420 2.701 5.666
C -0.742 -1.985 -3.007
C -0.076 3.474 4.385
C -0.972 0.687 -5.814
H 0.490 -5.164 -2.507
C 1.247 1.066 4.692
H 1.869 1.963 2.851
C 3.200 0.423 -3.926
C 0.953 1.511 3.235
H -0.621 -3.743 3.859
C -2.564 -3.086 3.189
H 1.515 -3.962 -0.624
C -0.355 -2.492 2.125
H -1.797 2.142 -2.248
C -1.802 -0.683 3.088
H 5.197 1.977 -1.007
H 2.003 3.693 -0.253
C -2.379 2.299 0.227
O -1.136 2.075 0.206
C -0.356 -1.157 2.875
C 5.247 1.314 -3.034
H -2.119 3.090 -4.573
O -1.837 -0.401 -0.375
C -2.412 1.148 -5.502
H 3.525 3.392 0.579
H 0.094 -1.309 3.865
H 0.766 -1.443 -0.470
C -3.086 0.022 -0.312
H -0.179 -3.517 -0.712
H -1.140 -4.486 2.359
C 3.278 1.215 -1.635
H 0.094 2.503 -5.422
C 3.252 0.050 1.132
H 2.256 -1.833 -1.321
C 0.089 1.476 -5.049
P 0.806 0.436 -2.442
C 5.086 -1.305 1.937
H -2.656 3.326 0.468
C 4.244 -1.940 2.840
H 6.289 1.572 -3.167
H -1.973 0.527 -2.937
C -3.400 1.364 -0.024
H 0.282 0.873 6.602
H 0.278 2.539 -3.203
H -1.354 -1.927 -2.113
H 2.005 3.342 1.474
```

Results
Expectation value of S² ... 0.758
Highest occupied orbital energy (alpha / beta) ... -0.51577 / -0.51230 Eh
Multiplicity ... 2
HOMO-LUMO gap (alpha / beta) ... 7.2 / 7.4 eV
Net charge ... +2

Atom charges from the Löwdin analysis, given in e for atoms 1 to 6: C -0.1874; C -0.1674; Re 1.1339; C -0.1735; C -0.1598; H 0.1191